26
Properties=species:S:1:pos:R:3:nbo_charge:R:1 method="wB97M-V/def2-TZVPD" gap_ha=0.12872
N -3.58130 0.87941 0.79218 -1.368
P -2.66460 -0.37908 0.72313 1.755
O -3.37813 -1.67140 0.03829 -1.001
O -2.35342 -1.11841 2.15937 -0.993
Ga -0.59267 -0.06199 -0.38586 0.384
C 0.92351 -0.34876 0.96520 -0.851
C 2.02994 -1.20707 0.43495 -0.351
C 2.99917 -0.60638 -0.58344 0.964
F 3.83927 -1.55816 -1.04716 -0.335
F 2.37453 -0.06977 -1.62577 -0.288
F 3.76913 0.34991 -0.02388 -0.323
P -0.35185 2.18649 -1.07696 1.893
O 0.20904 3.05075 0.00047 -1.115
O -1.75785 2.79958 -1.61352 -0.982
O 0.61066 2.26116 -2.40143 -0.996
H -3.92673 1.12836 1.71227 0.380
H -3.75323 -1.40134 -0.81088 0.499
H -1.89104 -0.45889 2.70066 0.486
H -0.48809 -1.10926 -1.59345 -0.288
H 0.45317 -0.87108 1.81321 0.223
H 1.29315 0.62201 1.33064 0.258
H 1.69040 -2.17795 0.05379 0.248
H 2.82582 -1.43029 1.27573 -0.045
H -2.19155 2.21665 -2.25516 0.489
H 0.47413 1.47740 -2.95721 0.487
Cu 3.43853 -2.50189 2.37482 0.871